No. 1
C24H13BrF4N5O4Sn | ωB97M-V/def2-TZVPD

XYZ file:
```
52
Properties=species:S:1:pos:R:3:mulliken_charge:R:1
Sn -2.11765 0.97108 -3.20305 0.90
O -0.36124 1.41645 -4.77725 -0.73
C 0.14711 2.08773 -3.86875 0.78
O -0.53993 2.50904 -2.87463 -0.78
C 1.63913 2.32772 -3.83967 0.24
N 2.03809 2.55508 -2.41559 -0.10
C 3.28034 3.37619 -2.46500 -0.57
C 2.93677 4.38471 -3.55273 -0.63
C 2.16870 3.56168 -4.60555 -0.73
H 2.11586 1.40908 -4.17495 0.41
H 2.04797 1.63826 -1.92479 0.39
H 1.26743 3.07171 -1.97737 0.38
H 4.09859 2.71784 -2.75359 0.35
H 3.48657 3.80071 -1.48628 0.41
H 3.82191 4.86547 -3.96087 0.37
H 2.29933 5.16607 -3.13589 0.33
H 2.82594 3.23074 -5.40586 0.36
H 1.36150 4.13194 -5.06000 0.33
F -4.19330 -1.36410 3.44257 -0.32
C -2.89264 -1.17053 3.32536 -0.04
C -2.05224 -1.81407 4.14819 0.39
F -2.54407 -2.63911 5.05026 -0.31
C -0.60717 -1.66551 4.06536 0.15
C -0.15489 -0.66511 3.10922 0.46
C -0.99615 -0.04070 2.27807 0.31
F -0.51805 0.86695 1.43146 -0.49
C -2.42118 -0.29290 2.27195 0.62
C -3.25766 0.24303 1.33874 0.83
C -2.77208 0.97267 0.20588 0.10
N -2.41609 1.48233 -0.76086 -0.48
C -4.68003 0.06937 1.30938 -0.32
N -5.82248 0.00596 1.21152 -0.43
F 1.12899 -0.36267 3.06986 -0.36
C 0.25439 -2.42591 4.78587 1.22
C -0.15679 -3.43793 5.71664 -0.21
N -0.41055 -4.28582 6.44796 -0.41
C 1.68109 -2.35040 4.63732 -0.16
N 2.82550 -2.36438 4.54548 -0.46
Br -3.21896 -3.77978 0.87372 -0.08
C -1.46946 -3.15232 0.54001 -0.60
C -0.39925 -3.68508 1.24446 -0.40
C 0.87508 -3.17165 1.03491 -0.92
C 1.07214 -2.12882 0.14212 -0.23
C -0.00334 -1.62645 -0.58371 0.47
C -1.27664 -2.15021 -0.39662 -0.19
C 0.22708 -0.51440 -1.56396 0.51
O 1.26562 0.14155 -1.49402 -0.90
O -0.68218 -0.34294 -2.46719 -0.63
H -0.56517 -4.49781 1.94021 0.54
H 1.71890 -3.58695 1.57147 0.49
H 2.05560 -1.70759 -0.01197 0.44
H -2.11045 -1.78023 -0.97784 0.73
```

Values from the calculation:
ΔE to the lowest compared entry with this formula, charge and spin, kJ/mol: 14.2
HOMO energy (spin up / spin down), Eh: -0.442 / -0.442
Net charge: +1
E_tot, eV: -127476.09521
Molar mass, g/mol: 710.0
Kohn-Sham gap (spin up / spin down), eV: 6.2 / 6.2

***

No. 2
C16H16Cl3F5O2Pb | ωB97M-V/def2-TZVPD

XYZ file:
```
43
Properties=species:S:1:pos:R:3:mulliken_charge:R:1
C -2.49951 0.42910 -1.60233 0.86
C -1.70121 1.43235 -2.22133 0.54
C -1.52835 2.48903 -1.30600 0.74
C -1.15046 1.38697 -3.59102 -1.22
C -2.23925 2.18699 -0.13715 0.45
C -2.85570 0.91028 -0.30332 0.04
C -3.67556 0.18308 0.68930 -1.14
C -2.87866 -0.87960 -2.19801 -1.74
C -0.74581 3.70610 -1.55598 -1.42
C -2.29878 3.01341 1.08601 -1.43
Pb 1.87255 0.42651 -0.63428 1.03
Cl 2.56581 1.77590 -2.64033 -0.68
Cl 0.52111 -1.75251 -1.56850 -0.67
Cl 0.97363 1.83760 1.35281 -0.66
H -1.41497 0.42765 -4.07500 0.35
H -0.05640 1.47347 -3.57060 0.14
H -1.56023 2.21044 -4.20751 0.31
H 0.27053 3.45394 -1.91741 0.20
H -0.63810 4.29352 -0.62923 0.37
H -1.22516 4.35611 -2.32052 0.29
H -1.30463 3.06030 1.54309 0.21
H -2.99066 2.59043 1.82752 0.38
H -2.61426 4.04448 0.85109 0.32
H -3.59815 0.67406 1.65113 0.45
H -3.15907 -0.94918 0.80419 0.23
H -4.73754 0.19565 0.39576 0.28
H -1.97819 -1.35893 -2.56880 0.33
H -3.58868 -0.73949 -3.01241 0.34
H -3.29542 -1.51922 -1.42679 0.40
O -2.21089 -1.97245 0.99054 -0.64
H -1.35572 -1.51100 0.82031 0.32
F 5.44741 -5.05139 3.72145 -0.37
C 4.83204 -4.04404 3.09108 0.45
C 3.63906 -4.28639 2.39740 -0.05
F 3.09846 -5.55816 2.35724 -0.33
C 3.02337 -3.22007 1.77552 0.32
F 1.85764 -3.37894 1.12380 -0.26
C 3.66220 -1.92142 1.74122 0.05
O 3.35547 -0.93605 1.01572 -0.62
C 4.83172 -1.71998 2.57244 0.30
F 5.30768 -0.46803 2.55614 -0.32
C 5.45256 -2.74945 3.20590 0.20
F 6.59011 -2.54108 3.91685 -0.33
```

Values from the calculation:
ΔE to the lowest compared entry with this formula, charge and spin, kJ/mol: 17.9
HOMO energy (spin up / spin down), Eh: -0.068 / -0.068
Net charge: -2
E_tot, eV: -77349.41495
Molar mass, g/mol: 648.9
Kohn-Sham gap (spin up / spin down), eV: 5.5 / 5.1

***

Question: Which value of molar mass does entry 1 give?
Answer: 710.0 g/mol

***

Question: Which of these has the lowest ΔE to the lowest compared entry with this formula, charge and spin?
Answer: C24H13BrF4N5O4Sn